1.
# C6H12ClO16S3Ti

C6H12ClO16S3Ti as an isolated structure in a non-equilibrium geometry (ωB97M-V/def2-TZVPD, OMol25).

Multiplicity = 4
Lowest unoccupied orbital energy (spin up / spin down) = -0.46 / -0.55 eV
HOMO-LUMO gap (spin up / spin down) = 6.0 / 7.9 eV
Energy above the lowest of the compared OMol25 structures with the same formula, charge and spin = 71.4 kcal/mol

XYZ file:
```
39
C6H12ClO16S3Ti ωB97M-V/def2-TZVPD
Ti -0.1673 -1.4348 0.0701
Cl -3.4988 -3.8552 0.5164
S 0.3978 -0.6834 3.6060
S 1.5130 0.7154 -2.6487
S -1.3103 2.2716 0.2988
O -3.1295 -4.7572 -0.5411
O 1.1870 0.4410 4.0288
O -0.5693 -1.2076 4.8611
O 1.0537 0.0251 -1.4674
O 0.1366 3.0555 0.4647
O -1.6982 3.2174 -1.1038
O -2.1308 2.6550 1.4611
O -1.1954 0.9036 -0.1626
O 1.1487 -0.1634 -4.0046
O 1.0867 2.1198 -2.8228
O -4.9352 -3.5767 0.5871
O -3.1729 -4.5919 1.7408
O 3.1225 0.5012 -3.0444
O -2.6783 -2.7234 0.2702
O 1.2817 -2.0131 3.7561
O -0.2640 -0.6875 2.3382
C 0.1925 4.2171 -0.4023
C 0.5249 -3.1865 4.3095
C 3.3233 0.5539 -4.4190
C -1.0541 4.4752 -1.2335
C 2.2221 -0.2841 -4.9343
C -0.8038 -2.5393 4.6602
H 0.3626 5.1272 0.1728
H 4.3605 0.2905 -4.6261
H -0.7691 4.8490 -2.2169
H -1.8018 5.1673 -0.8459
H -1.5096 -2.7190 3.8493
H 1.0578 -3.5601 5.1839
H 0.2417 -3.8090 3.4608
H 1.9743 -0.0411 -5.9676
H 2.5293 -1.3299 -4.9318
H 0.9906 3.9893 -1.1088
H 3.1935 1.5964 -4.7095
H -1.2125 -3.0085 5.5552
```

2.
# C6H12ClO3PS2

One molecule with the formula C6H12ClO3PS2 (ωB97M-V/def2-TZVPD, OMol25).

Lowest unoccupied orbital energy = 0.17 eV
HOMO-LUMO gap = 9.6 eV

XYZ file:
```
25
C6H12ClO3PS2 ωB97M-V/def2-TZVPD
Cl -0.8132 2.1667 -2.1061
S -0.9263 -3.3559 -0.2478
S -0.1654 0.6333 2.0801
P 1.6074 0.5865 0.8314
O -0.1207 1.8073 2.9033
O -0.3424 3.2810 0.1832
O -0.0712 -0.6639 2.7179
C 0.6219 -1.2119 -1.2838
C 1.4157 -1.0559 0.0197
C 0.1188 2.5554 -0.6151
C -1.6929 0.6304 1.1528
C 1.4257 1.8455 -0.5402
C -0.7839 -1.8066 -1.1552
H -1.5562 0.9883 0.1363
H 0.5198 -0.2706 -1.8245
H -0.6880 -2.9147 0.9923
H -2.0323 -0.4022 1.1293
H 2.1825 2.6062 -0.3413
H -1.5008 -1.0779 -0.7831
H -2.3869 1.2791 1.6796
H 1.1903 -1.8764 -1.9375
H 1.0319 -1.6942 0.8136
H 2.4435 -1.3819 -0.1445
H -1.1293 -2.0660 -2.1573
H 1.6520 1.3984 -1.5032
```

3.
# C6H12FN2

An isolated ion of composition C6H12FN2 and charge +1 in a non-equilibrium geometry (ωB97M-V/def2-TZVPD, OMol25).

Charge = +1
Lowest unoccupied orbital energy = -3.55 eV
HOMO-LUMO gap = 10.2 eV
Energy above the lowest of the compared OMol25 structures with the same formula, charge and spin = 27.7 kcal/mol

XYZ file:
```
21
C6H12FN2 ωB97M-V/def2-TZVPD
F 2.1327 0.3875 -1.6369
N -0.1574 -0.8466 0.7327
N -0.6528 1.5449 -0.0556
C 0.7154 -1.9025 0.2071
C -1.9106 1.7605 0.5432
C 0.7878 -1.5851 -1.2841
C 0.8672 -0.1142 -1.4171
C 0.5739 1.5574 0.7713
C 0.1619 0.4442 -0.0137
H -0.1839 -1.9552 -1.6478
H 0.3253 1.5807 1.8485
H 0.0013 -0.7887 1.7415
H 1.6240 -2.1295 -1.5646
H 1.6899 -1.8295 0.7575
H -1.2502 -1.0922 0.6466
H 0.3232 0.2911 -2.2141
H 1.4617 2.0927 0.4167
H -2.6154 1.2058 -0.1199
H -2.0829 1.4799 1.5813
H 0.3457 -2.8193 0.4634
H -2.1567 2.7183 0.2441
```

4.
# C6H12FN3O9

A 4-piece molecular cluster, C6H12FN3O9 overall in a non-equilibrium geometry (ωB97M-V/def2-TZVPD, OMol25).

Lowest unoccupied orbital energy = -0.28 eV
HOMO-LUMO gap = 11.0 eV
Energy above the lowest of the compared OMol25 structures with the same formula, charge and spin = 6.8 kcal/mol

XYZ file:
```
31
C6H12FN3O9 ωB97M-V/def2-TZVPD
F -1.5601 -1.2966 -2.5472
O 2.4432 3.8560 -3.1371
O 0.0558 -1.0593 -1.0019
O -4.7775 -0.5375 1.1119
O 0.8963 0.8616 -1.7404
O -0.3795 -4.5636 2.0329
O 1.6899 -4.6423 1.4331
O -4.9454 0.3344 3.0781
O 4.3661 3.0559 -2.5893
O 2.2201 -0.5703 -0.6176
N 3.2467 3.4271 -2.3305
N 0.6803 -4.0469 1.7418
N -4.3127 -0.1268 2.1575
C -0.4029 0.7679 -2.3469
C 1.1734 -0.2795 -1.0856
C 0.7352 -2.5529 1.7817
C -1.0291 -0.4383 -1.6283
C 2.8153 3.3684 -0.9034
C -2.8351 -0.2156 2.2941
H -0.3068 0.5830 -3.4119
H 3.0780 4.3082 -0.4266
H -0.9242 1.6883 -2.0996
H 1.7202 -2.2871 1.4159
H 1.7394 3.2471 -0.9365
H -2.5579 0.2414 3.2408
H -2.5709 -1.2672 2.3896
H 3.3285 2.5357 -0.4383
H 0.6662 -2.2688 2.8294
H -0.0988 -2.2001 1.1934
H -1.8182 -0.1877 -0.9232
H -2.3356 0.2656 1.4640
```

5.
# C6H12FNO

A 2-piece molecular cluster, C6H12FNO overall in a non-equilibrium geometry (ωB97M-V/def2-TZVPD, OMol25).

Lowest unoccupied orbital energy = 0.99 eV
HOMO-LUMO gap = 9.8 eV
Energy above the lowest of the compared OMol25 structures with the same formula, charge and spin = 40.5 kcal/mol

XYZ file:
```
21
C6H12FNO ωB97M-V/def2-TZVPD
F -1.2594 2.5639 -0.2265
O -2.3787 -1.1793 -0.3383
N -1.7948 1.7270 -2.3913
C 0.9104 0.3966 -0.0073
C -1.9203 1.7830 -1.1528
C -1.2406 -0.7682 0.2601
C 2.1056 -1.5675 1.3199
C 1.4995 -0.1386 1.3386
C -0.3508 -0.2061 -0.4928
H 2.8923 -1.5124 2.1143
H 1.6633 0.3192 -0.6863
H -1.1394 2.3072 -2.9081
H 0.7896 1.3872 0.1613
H 0.7589 -0.1476 2.1172
H -2.1189 -1.4017 -1.3255
H -1.4770 -0.6627 1.2939
H -0.3890 -0.4520 -1.6073
H 1.3294 -2.2888 1.3575
H 2.2693 0.4116 1.5605
H -2.7242 1.1029 -0.7392
H 2.5748 -1.6736 0.3520
```

6.
# C6H12FNSi

A 2-piece molecular cluster, C6H12FNSi overall in a non-equilibrium geometry (ωB97M-V/def2-TZVPD, OMol25).

Lowest unoccupied orbital energy = -0.92 eV
HOMO-LUMO gap = 7.4 eV
Energy above the lowest of the compared OMol25 structures with the same formula, charge and spin = 107.7 kcal/mol

XYZ file:
```
21
C6H12FNSi ωB97M-V/def2-TZVPD
Si 0.9310 -0.6008 -2.7110
F -1.1788 1.6575 -1.0870
N 1.8680 2.3700 -1.0290
C 1.0156 1.6631 -0.6560
C -0.9220 0.8234 1.9447
C -1.3663 -1.1431 0.3395
C -0.3744 0.0072 0.7323
C 1.0198 -0.6209 1.0429
C -0.1396 0.8657 -0.4871
H -2.1136 -0.5658 -0.2149
H -1.0503 -2.0126 -0.2273
H 1.5894 0.1245 1.5860
H -1.4438 1.7037 1.5523
H 1.0982 0.4774 -3.7278
H -1.9120 -1.6025 1.1948
H 0.9628 -1.6065 1.7082
H 1.5595 -0.9023 0.1430
H -1.5572 0.3883 2.6748
H -0.1416 1.4963 2.3235
H -0.0799 -1.5555 -2.9368
H 2.2354 -0.9671 -2.1651
```

7.
# C6H12FP

A 2-piece molecular cluster, C6H12FP overall in a non-equilibrium geometry (ωB97M-V/def2-TZVPD, OMol25).

Lowest unoccupied orbital energy (spin up / spin down) = 0.72 / 0.51 eV
HOMO-LUMO gap (spin up / spin down) = 8.6 / 8.1 eV
Energy above the lowest of the compared OMol25 structures with the same formula, charge and spin = 50.4 kcal/mol

XYZ file:
```
20
C6H12FP ωB97M-V/def2-TZVPD
P -1.9848 0.7375 1.0365
F -0.8742 -1.5846 0.6258
C 1.7774 -0.8586 1.6637
C 1.8609 -0.3286 0.2181
C 0.8255 1.9220 -0.7572
C -1.3330 -0.5807 -0.0152
C 0.9252 0.7825 -0.1209
C -1.7774 -0.7041 -1.4194
H -1.7212 1.7344 0.1048
H -2.3673 0.2618 -1.5750
H -0.1340 2.2988 -1.0597
H -2.5220 -1.5033 -1.7694
H 2.8707 -0.1001 -0.0632
H 0.7892 -1.0423 2.0735
H 2.3049 -1.8127 1.4282
H -0.9583 -0.8447 -2.0469
H 2.3881 -0.2326 2.4510
H 1.5781 -1.2481 -0.3218
H -3.2723 0.5619 0.6244
H 1.6245 2.5416 -1.0773
```

8.
# C6H12I3N2O

C6H12I3N2O as an isolated structure in a non-equilibrium geometry (ωB97M-V/def2-TZVPD, OMol25).

Charge = +1
Lowest unoccupied orbital energy = -6.08 eV
HOMO-LUMO gap = 6.3 eV
Energy above the lowest of the compared OMol25 structures with the same formula, charge and spin = 0.0 kcal/mol

XYZ file:
```
24
C6H12I3N2O ωB97M-V/def2-TZVPD
I 3.9890 -1.7904 -1.6875
I 3.2368 -0.3111 -4.8019
I 0.8208 1.8628 -3.3399
O -0.1569 1.0929 0.9486
N 0.5793 -1.5955 -2.3886
N 1.5398 0.0198 -0.9061
C 2.9639 -0.3613 -2.7755
C -0.8985 -0.1001 0.8125
C 0.5644 -1.0804 -1.0515
C -0.8321 -0.5744 -0.6360
C -0.2589 1.6861 2.2248
C 2.1603 0.5944 -1.9844
H 0.8870 -1.8676 -0.3578
H -1.9477 0.0834 1.0837
H 0.3027 2.6155 2.1778
H 0.1610 1.0337 2.9986
H -0.5046 -0.8678 1.4964
H 2.8289 1.3992 -1.6523
H -1.3034 1.8983 2.4716
H 1.2509 0.6425 -0.1479
H -1.1218 0.2522 -1.2876
H 0.5629 -2.6018 -2.4640
H -0.0900 -1.1637 -3.0125
H -1.5429 -1.3912 -0.7645
```